No. 1
The following is a DFT calculation (ωB97M-V with the def2-TZVPD basis set) of a cluster of 10 separate species, C19H52Cl6O16 in total.

XYZ file:
```
93
C19H52Cl6O16 (ωB97M-V with the def2-TZVPD basis set)
C -3.6928 4.6655 0.9521
Cl -5.4063 5.0525 1.0250
Cl -2.8737 6.0160 0.1550
Cl -2.9894 4.4405 2.5336
Cl -3.4858 3.2048 -0.0214
C 1.2036 -1.0898 -4.7806
C 0.4191 0.0113 -5.4621
O 1.2127 0.9372 -6.2195
O 1.4000 -2.1893 -5.6678
H 0.6699 -1.3591 -3.8752
H 2.1729 -0.6428 -4.5124
H -0.1561 0.5878 -4.7263
H -0.2919 -0.4896 -6.1180
H 1.6706 1.4730 -5.5580
H 1.9665 -1.8926 -6.3882
C 4.2952 -1.4461 -0.1276
C 3.4260 -0.2220 -0.0848
O 2.6612 -0.2269 1.0986
O 3.5616 -2.5730 -0.4860
H 4.6994 -1.5857 0.8820
H 5.1184 -1.2174 -0.8170
H 2.7824 -0.2258 -0.9632
H 4.1633 0.5882 -0.0958
H 2.3533 0.7106 1.2089
H 4.0761 -3.3734 -0.3567
C -1.3559 -4.5232 -3.6212
C 0.0576 -4.3733 -3.1683
O 1.0454 -4.7057 -4.1486
O -1.6107 -5.8975 -3.9826
H -1.5885 -3.9360 -4.5172
H -2.1402 -4.2444 -2.9124
H 0.1794 -5.0222 -2.2888
H 0.2213 -3.3535 -2.7749
H 0.9816 -3.9970 -4.8194
H -1.7331 -6.4215 -3.1886
C 1.8351 -4.5240 2.3168
C 0.6491 -4.3393 1.3777
O -0.6183 -4.4264 2.0136
O 1.9918 -5.8918 2.7659
H 1.7453 -3.8942 3.2035
H 2.7297 -4.2092 1.7549
H 0.7189 -5.1153 0.5933
H 0.7796 -3.4068 0.8217
H -0.8105 -5.3472 2.2137
H 2.3229 -6.3909 2.0083
C 0.4018 6.5458 -2.0706
C 1.3181 5.3344 -2.0367
O 0.6473 4.2402 -2.6621
O 0.0185 6.8236 -3.4921
H 0.8601 7.4788 -1.7454
H -0.5597 6.3208 -1.5929
H 1.4520 5.1059 -0.9710
H 2.2259 5.5768 -2.5784
H 0.0772 3.7900 -2.0250
H -0.0799 5.9166 -3.8595
C -5.2978 0.4275 2.1197
C -3.9656 -0.2361 2.2882
O -2.8800 0.7552 2.1884
O -5.3392 1.6564 2.8137
H -6.1288 -0.2579 2.3420
H -5.5352 0.6459 1.0708
H -3.7647 -1.0599 1.6017
H -3.9024 -0.6935 3.2919
H -3.3630 1.5441 2.5457
H -5.4546 1.5121 3.7630
C 1.6211 3.5804 2.3570
C 2.1662 3.8661 3.7571
O 3.4715 3.3656 3.9715
O 1.5561 2.1421 2.0704
H 2.3203 3.8942 1.5588
H 0.6829 4.0912 2.0990
H 1.4610 3.4845 4.5001
H 2.2147 4.9709 3.8050
H 3.8767 3.1097 3.1385
H 0.9619 1.7538 2.7675
C -0.1388 -1.3945 4.0655
C -0.4894 -0.0441 4.6233
O -0.4667 0.8837 3.5387
O -1.2996 -2.1599 3.7841
H 0.5205 -1.9410 4.7672
H 0.4622 -1.3087 3.1529
H 0.2623 0.1610 5.3771
H -1.4980 -0.0624 5.0408
H -1.2376 0.6980 2.9451
H -0.9738 -2.8373 3.1618
Cl -2.4175 -1.5801 -2.0831
C -1.2608 -1.1086 -0.7973
C -1.2681 0.3572 -0.6315
Cl -0.7031 1.2313 -2.0774
H -0.2767 -1.5045 -1.0348
H -1.6068 -1.6283 0.0953
H -0.7427 0.7257 0.2485
H -2.2844 0.6923 -0.4345
```

The lowest unoccupied orbital energy is 0.039 eV. As for the HOMO energy: -9.71 eV. The multiplicity is 1. The calculation puts the calculated total energy at -128436.4502 eV. Its structure (SMILES) is ClC(Cl)(Cl)Cl.ClCCCl.OCCO.OCCO.OCCO.OCCO.OCCO.OCCO.OCCO.OCCO.

Mulliken atomic charge list, values in e, 5 entries: 0.296 -0.093 -0.116 -0.088 -0.072

=====

No. 2
The following is a DFT calculation (ωB97M-V with the def2-TZVPD basis set) of a cluster of 2 separate species, H4S3 in total.

XYZ file:
```
7
H4S3 (ωB97M-V with the def2-TZVPD basis set)
S -1.0159 -2.4354 0.5121
H -0.0168 -2.2222 1.3789
H -1.5430 -1.2280 0.7321
S 1.6532 0.9176 -0.8413
S 0.0063 2.3850 -0.7174
H 1.6763 0.8458 0.4988
H -0.7601 1.7371 -1.5633
```

As for the expectation value of S²: 0.75. The lowest unoccupied orbital energy (spin up / spin down) is 3.363 / 3.338 eV. As for the HOMO energy (spin up / spin down): -0.17 / -3.40 eV. As for the energy relative to the best compared isomer or geometry (same formula, charge and spin): 0.519 eV. The multiplicity is 2. The calculation puts the calculated total energy at -32570.2000 eV. Its net charge is -1.

natural (NBO) atomic charge list, values in e, 5 entries: -0.310 0.147 0.159 -0.588 -0.593

=====

No. 3
The following is a DFT calculation (ωB97M-V with the def2-TZVPD basis set) of a structure of composition C25H41O13PbS4.

XYZ file:
```
84
C25H41O13PbS4 (ωB97M-V with the def2-TZVPD basis set)
Pb 0.1151 0.9068 -0.0390
C 0.2385 3.8753 2.4421
C 1.5491 3.7890 1.6344
C 2.6487 3.2006 2.5162
O 1.4042 3.1796 0.4015
H 0.2926 4.8011 3.0354
H 0.0980 3.0667 3.1626
H -0.6135 4.0450 1.7857
H 1.8276 4.8557 1.4733
H 2.7987 3.8901 3.3574
H 3.6216 3.0795 2.0354
H 2.3548 2.2325 2.9369
C -2.3621 1.0092 3.9169
C -2.0953 0.6843 5.2840
C -0.7422 -0.1465 5.4983
O -0.5716 -0.5089 6.6506
C 0.0884 -0.4528 4.3696
C -0.2578 -0.0467 3.0976
C -1.5460 0.6984 2.8523
O -1.8144 1.1640 1.6864
O 0.5928 -0.3076 2.1555
O -2.8227 0.8475 6.2466
H -3.1645 1.7242 3.7517
H 1.0157 -0.9860 4.5306
C 5.7533 0.1595 -0.0339
C 4.8883 1.0205 0.8675
C 3.7404 0.2141 1.4413
S 3.3291 -1.0256 0.2164
O 2.0657 -0.6943 -0.3994
O 3.5962 -2.3402 0.7413
C 4.7067 -0.5833 -0.8867
H 6.2668 -0.6058 0.5560
H 6.4110 0.6947 -0.7124
H 4.3779 1.7455 0.2193
H 5.4043 1.6363 1.6014
H 2.8934 0.8852 1.5833
H 3.8149 -0.2799 2.4107
H 4.3266 0.1977 -1.5602
H 4.8506 -1.3899 -1.6046
C 0.9721 -4.0386 -0.2325
C 0.6406 -3.8000 1.2601
C -0.7550 -3.2075 1.4443
S -1.3671 -2.8213 -0.2139
O -1.0135 -1.4829 -0.6379
O -2.7471 -3.2551 -0.2340
C -0.3194 -4.0115 -1.0406
H 1.5952 -4.8745 -0.5400
H 1.5428 -3.1567 -0.5319
H 1.4179 -3.2690 1.7987
H 0.6403 -4.8280 1.6416
H -0.8944 -2.4275 2.1869
H -1.4405 -4.0297 1.6557
H -0.2911 -3.9170 -2.1210
H -0.8618 -4.9300 -0.7769
C -5.1985 1.7427 -0.0742
C -5.4825 0.2573 0.0732
C -4.2328 -0.5204 -0.3721
S -3.4404 0.5433 -1.6206
O -3.5994 -0.0032 -2.9492
O -2.1399 1.0109 -1.2066
C -4.5280 1.9848 -1.3868
H -4.5912 2.0727 0.7791
H -6.0657 2.3820 0.1194
H -6.2749 -0.0723 -0.6046
H -5.7412 0.0435 1.1071
H -4.5030 -1.4332 -0.8920
H -3.5267 -0.6612 0.4433
H -5.2203 1.8011 -2.2207
H -3.9857 2.8904 -1.6364
C -0.9037 -0.4141 -5.5972
C -0.0824 0.8771 -5.5810
C 1.3062 0.5372 -5.1135
S 0.9319 -0.4744 -3.6404
O 0.5584 0.4126 -2.5666
O 1.8536 -1.5497 -3.3600
C -0.5758 -1.2646 -4.3718
H -0.8214 -0.9224 -6.5556
H -1.9586 -0.1493 -5.4815
H -0.4917 1.5817 -4.8542
H -0.0962 1.3640 -6.5555
H 2.0153 1.3285 -4.8505
H 2.0347 -0.0180 -5.7178
H -1.2536 -1.2988 -3.5220
H -0.1869 -2.2344 -4.6720
```

The lowest unoccupied orbital energy is 1.701 eV. As for the HOMO energy: -3.98 eV. As for the energy relative to the best compared isomer or geometry (same formula, charge and spin): 0.000 eV. The multiplicity is 1. The calculation puts the calculated total energy at -101795.0383 eV. Its net charge is -1.

Mulliken atomic charge list, values in e, 5 entries: 2.308 -1.270 0.609 -0.952 -0.836

=====

No. 4
The following is a DFT calculation (ωB97M-V with the def2-TZVPD basis set) of a structure of composition C16H34O3P2SV.

XYZ file:
```
57
C16H34O3P2SV (ωB97M-V with the def2-TZVPD basis set)
P -0.2736 -1.7915 -4.5347
P 0.1270 1.7915 -5.1906
C -0.4663 -0.8652 -6.0871
C 0.5506 0.2623 -6.1978
H -1.5089 -0.5133 -6.1550
H -0.2863 -1.6038 -6.8677
H 1.5691 -0.0135 -5.8872
H 0.5853 0.6143 -7.2313
C -0.8932 2.6237 -6.5005
H -1.4315 3.4863 -6.0896
H -1.6570 1.9286 -6.8720
H -0.2268 2.9516 -7.3131
C 1.6543 2.7918 -5.4905
H 1.6169 3.1746 -6.5216
H 2.5528 2.1770 -5.3636
H 1.7296 3.6373 -4.7942
C -1.3898 -3.1808 -4.5693
H -1.1366 -3.9119 -3.7855
H -1.2664 -3.6607 -5.5538
H -2.4320 -2.8629 -4.4215
C 1.4001 -2.4403 -4.6210
H 2.1422 -1.6482 -4.7315
H 1.4486 -3.0770 -5.5103
H 1.6826 -3.0367 -3.7543
V -0.2149 -1.3890 -1.1341
C -0.6283 2.8829 -3.7045
C -2.0224 2.5803 -3.7614
C -2.5084 1.2140 -3.8870
C -1.8511 0.1510 -2.9648
C -0.4812 -0.4518 -3.3539
C 0.8702 0.1642 -3.2165
C 1.2757 1.4535 -2.6570
C 0.2180 2.5626 -2.4651
C 0.9443 -3.1424 -1.1915
H -0.4158 3.9032 -4.0381
H -2.7444 3.3911 -3.6826
H -2.5352 0.8729 -4.9373
H -3.5616 1.2510 -3.5804
H -1.8349 0.5492 -1.9345
H -2.5914 -0.6735 -2.9268
H -0.6179 -1.6114 -2.6804
H 1.5999 -0.6195 -2.9171
H 2.1015 1.8861 -3.2310
H 1.6915 1.2604 -1.6676
H -0.4150 2.3195 -1.6036
H 0.7842 3.4682 -2.1843
H 1.8681 -2.8746 -0.6363
H 1.1613 -3.7097 -2.1059
H 0.2714 -3.7133 -0.5111
C -0.2365 0.0442 2.6216
S -0.5687 0.2630 0.8592
O -1.4077 -0.9479 0.4551
O -1.2402 1.5401 0.6484
O 0.7383 0.0832 0.1195
H -0.5113 0.9934 3.0819
H 0.8237 -0.1558 2.7916
H -0.9057 -0.7419 2.9836
```

As for the expectation value of S²: 3.78. The lowest unoccupied orbital energy (spin up / spin down) is 0.288 / 0.236 eV. As for the HOMO energy (spin up / spin down): -5.19 / -5.15 eV. As for the energy relative to the best compared isomer or geometry (same formula, charge and spin): 6.162 eV. The multiplicity is 4. The calculation puts the calculated total energy at -78377.5798 eV.

natural (NBO) atomic charge list, values in e, 5 entries: 1.674 1.335 -0.768 -0.736 0.248

=====

no.,largest force on an atom (eV/A)
1,2.8
2,3.1
3,2.7
4,2.9